Record 1
{
  "formula": "C7H10INO2",
  "method": "the ωB97M-V functional and the def2-TZVPD basis",
  "species": ["C", "C", "C", "C", "C", "C", "C", "N", "O", "O", "I", "H", "H", "H", "H", "H", "H", "H", "H", "H", "H"],
  "xyz": [[1.596, 0.696, 1.798], [0.711, 2.826, 1.371], [-0.003, 1.966, 0.368], [0.696, 0.516, 0.564], [1.518, 0.145, -0.676], [-1.206, -0.942, -0.269], [-0.372, -0.576, 0.889], [1.514, 1.948, 2.110], [0.732, 4.017, 1.531], [2.743, 0.669, 4.173], [2.661, 2.402, 3.801], [-0.926, 1.750, 0.861], [-0.040, 2.163, -0.685], [2.591, 0.107, -0.377], [1.464, 0.961, -1.297], [1.318, -0.857, -1.172], [-2.123, -1.600, 0.009], [-0.750, -1.486, -1.072], [-1.730, -0.227, -0.975], [0.305, -1.505, 1.072], [-0.976, -0.253, 1.665]],
  "forces_ev_per_angstrom": [[-0.4, 0.1, -0.9], [0.5, 1.3, -1.5], [0.9, -2.7, 1.2], [-1.0, 0.6, 0.3], [1.7, -2.3, 1.7], [-4.1, -1.0, -2.3], [3.7, -1.1, -1.7], [0.3, -1.5, 0.1], [-0.2, -0.4, 0.2], [0.3, -1.0, 0.7], [0.1, 1.4, 0.3], [-1.3, 0.5, -0.3], [-0.4, 1.0, -0.1], [-0.6, -0.2, -0.2], [-0.2, 1.4, -2.2], [-0.1, 1.5, 0.6], [1.6, 0.9, -0.1], [0.9, -0.8, 0.1], [0.6, 0.5, 1.5], [-1.5, 1.4, 0.6], [-0.8, 0.2, 2.0]],
  "homo_lumo_gap_ev": 7.98,
  "relative_energy_kcal_mol": 123.20,
  "e_tot_ev": -21100.3228,
  "homo_ev": -8.7,
  "fmax_ev_per_a": 4.8,
  "lumo_energy_ha": -0.027
}

***

Record 2
{
  "formula": "C7H10INO2",
  "method": "the ωB97M-V functional and the def2-TZVPD basis",
  "species": ["C", "C", "C", "C", "C", "C", "C", "N", "O", "O", "I", "H", "H", "H", "H", "H", "H", "H", "H", "H", "H"],
  "xyz": [[-0.291, 0.126, -0.142], [1.249, -2.460, 1.479], [-1.330, 0.052, 0.849], [-2.386, -0.770, 1.042], [0.025, -0.528, -1.324], [-0.886, 2.290, 1.338], [0.905, -0.493, -3.464], [1.441, -2.344, 0.329], [-1.192, 1.025, 1.804], [0.771, 0.075, -2.179], [-0.795, -2.479, -1.775], [0.298, 1.149, -0.114], [1.067, -2.777, 2.451], [-2.507, -1.606, 0.456], [-2.995, -0.622, 1.903], [0.175, 2.699, 1.489], [-1.411, 3.158, 1.851], [-1.032, 2.286, 0.235], [1.685, -1.200, -3.621], [1.181, 0.344, -4.040], [0.032, -0.805, -3.853]],
  "forces_ev_per_angstrom": [[-1.4, 3.4, 3.4], [0.7, 0.1, -4.4], [4.2, 1.7, -2.4], [-0.7, -0.3, 0.8], [-2.2, -4.3, -0.3], [1.1, 3.0, -0.5], [2.3, 2.1, 0.3], [0.0, -0.2, 3.5], [-0.4, 0.6, 1.3], [1.5, 0.6, -1.5], [0.1, 0.9, 0.1], [-0.8, -2.6, 0.2], [-0.3, 0.0, 1.3], [-0.4, -1.6, -1.2], [-0.4, 0.1, 0.4], [-0.7, -1.4, -0.1], [-0.3, -1.5, -0.5], [-0.4, 0.7, 0.8], [0.6, -0.9, 0.7], [0.5, 1.1, -1.0], [-3.1, -1.3, -1.0]],
  "homo_lumo_gap_ev": [5.51, 7.44],
  "relative_energy_kcal_mol": 43.45,
  "e_tot_ev": -21099.3426,
  "homo_ev": [-5.1, -8.9],
  "fmax_ev_per_a": 5.1,
  "lumo_energy_ha": [0.016, -0.054],
  "spin_multiplicity": 3
}